Record 1
{
  "formula": "C4H9I",
  "method": "ωB97M-V with the def2-TZVPD basis set",
  "symbols": ["C", "H", "H", "C", "H", "H", "C", "H", "H", "H", "I", "H", "H", "C"],
  "coordinates": [[0.61, -1.65, -0.79], [-0.37, 3.01, 2.27], [0.12, 2.52, -0.43], [0.31, 1.92, 0.41], [-1.22, -1.55, -2.10], [0.71, -2.71, -0.85], [-0.85, -1.26, -1.04], [1.14, -1.30, -1.68], [0.91, -1.30, 0.35], [-0.99, -0.20, -0.98], [-1.99, -2.17, 0.49], [0.84, 1.07, 0.20], [0.57, 1.47, 2.46], [0.21, 2.14, 1.70]],
  "spin_multiplicity": 1,
  "orbital_gap_ha": 0.366,
  "energy_ev": -12392.618,
  "e_above_lowest_kj_mol": 198.95,
  "e_lumo_ev": 0.6,
  "smiles": "C=C.CCI",
  "e_homo_ev": -9.351,
  "fmax_ev_per_a": 4.050
}

Record 2
{
  "formula": "C4H9IN",
  "method": "ωB97M-V with the def2-TZVPD basis set",
  "symbols": ["I", "C", "H", "H", "H", "C", "H", "H", "H", "H", "H", "C", "N", "C", "H"],
  "coordinates": [[-3.01, 0.32, -1.72], [0.38, -0.04, -1.62], [1.12, -0.85, -1.45], [1.73, 0.34, 0.72], [-0.27, 1.86, -0.72], [0.81, 0.96, 0.78], [-1.82, -1.24, 0.88], [1.04, 2.00, 1.01], [0.20, 0.10, -2.69], [-0.87, -2.33, -0.13], [0.17, 0.50, 1.61], [-0.95, -0.25, -0.75], [-1.00, -1.36, 0.29], [0.05, 0.94, -0.52], [-0.17, -1.23, 0.85]],
  "spin_multiplicity": 1,
  "orbital_gap_ha": 0.333,
  "energy_ev": -13875.797,
  "e_above_lowest_kj_mol": 203.16,
  "e_lumo_ev": -4.5,
  "smiles": "C[C@H]1C[C@]1([NH3+])I",
  "charge": 1,
  "e_homo_ev": -13.540,
  "fmax_ev_per_a": 5.084
}

Record 3
{
  "formula": "C4H9IN3",
  "method": "ωB97M-V with the def2-TZVPD basis set",
  "symbols": ["H", "H", "I", "H", "C", "N", "C", "N", "C", "H", "H", "C", "H", "H", "H", "N", "H"],
  "coordinates": [[-1.72, -0.55, 0.54], [-0.18, 0.08, 1.80], [3.13, -0.19, -0.12], [0.85, 0.17, -2.20], [0.30, 1.19, -0.46], [-0.48, -1.00, -1.16], [-0.93, -1.22, 0.20], [-0.70, 1.60, 0.48], [0.26, -0.62, 1.14], [-1.65, 1.44, 0.28], [-0.41, -1.76, -1.74], [0.22, 0.07, -1.33], [-1.21, -2.28, 0.36], [-0.40, 2.44, 0.91], [0.67, -1.52, 1.67], [1.16, 0.20, 0.28], [1.09, 1.96, -0.66]],
  "spin_multiplicity": 1,
  "orbital_gap_ha": 0.317,
  "energy_ev": -16855.378,
  "e_above_lowest_kj_mol": 347.42,
  "e_lumo_ev": -4.4,
  "charge": 1,
  "e_homo_ev": -13.030,
  "fmax_ev_per_a": 3.880
}

Record 4
{
  "formula": "C4H9INO",
  "method": "ωB97M-V with the def2-TZVPD basis set",
  "symbols": ["H", "H", "H", "I", "O", "C", "H", "C", "H", "H", "C", "H", "C", "H", "N", "H"],
  "coordinates": [[1.61, 0.28, 1.20], [1.71, 2.61, 0.15], [0.43, 2.19, -0.80], [-3.51, -0.78, -0.07], [-1.43, 0.76, -1.59], [-0.71, -0.71, 0.27], [-0.92, -2.74, -0.14], [0.82, 1.97, 0.12], [-0.05, 2.20, 0.93], [-0.81, -0.52, 1.26], [-1.51, -0.04, -0.74], [0.71, -2.20, 0.70], [-0.11, -2.00, -0.12], [0.49, -1.94, -1.12], [1.27, 0.55, 0.31], [2.03, 0.36, -0.35]],
  "spin_multiplicity": 1,
  "orbital_gap_ha": 0.293,
  "energy_ev": -15922.339,
  "e_above_lowest_kj_mol": 251.36,
  "e_lumo_ev": -6.2,
  "charge": 1,
  "e_homo_ev": -14.134,
  "fmax_ev_per_a": 4.582
}

Record 5
{
  "formula": "C4H9INO2",
  "method": "ωB97M-V with the def2-TZVPD basis set",
  "symbols": ["H", "H", "O", "H", "H", "H", "H", "C", "C", "H", "C", "H", "H", "N", "I", "C", "O"],
  "coordinates": [[1.68, 0.87, 0.39], [-1.01, -2.94, -0.70], [-0.71, -2.51, 1.36], [-0.89, 1.65, -0.85], [0.55, 2.77, -0.53], [0.25, -3.98, 0.00], [-0.81, -0.44, -0.10], [-0.26, -2.98, 0.14], [0.36, -1.74, 0.93], [0.86, 0.42, -1.28], [-0.10, 1.95, -0.16], [-1.45, 2.58, 1.08], [-0.26, 0.18, 1.50], [-0.04, -0.38, 0.55], [2.08, -1.69, 2.12], [0.82, 0.62, -0.15], [-0.66, 2.08, 1.08]],
  "spin_multiplicity": 1,
  "orbital_gap_ha": 0.384,
  "energy_ev": -17969.912,
  "e_above_lowest_kj_mol": 161.74,
  "e_lumo_ev": -3.4,
  "smiles": "OCC[NH2+][C@]1(I)CO1",
  "charge": 1,
  "e_homo_ev": -13.833,
  "fmax_ev_per_a": 3.548
}

Record 6
{
  "formula": "C4H9IO2",
  "method": "ωB97M-V with the def2-TZVPD basis set",
  "symbols": ["H", "I", "H", "O", "C", "H", "C", "C", "C", "H", "H", "H", "H", "H", "O", "H"],
  "coordinates": [[1.07, 0.95, 1.20], [2.04, 1.22, -1.23], [0.65, -1.03, -2.75], [-1.00, 1.63, -0.94], [0.25, -0.52, 2.51], [0.94, -1.35, 2.22], [0.28, 0.08, -1.03], [-0.22, -0.68, -2.18], [0.15, 0.33, 1.30], [-1.44, 1.32, -1.70], [-1.01, -1.44, -2.00], [-0.67, -1.00, 2.76], [0.56, 0.04, 3.48], [-0.73, 0.00, -2.96], [0.03, -0.47, 0.11], [-0.90, 0.92, 1.22]],
  "spin_multiplicity": 1,
  "orbital_gap_ha": 0.348,
  "energy_ev": -16486.545,
  "e_above_lowest_kj_mol": 217.31,
  "e_lumo_ev": 0.3,
  "e_homo_ev": -9.131,
  "fmax_ev_per_a": 4.292
}

Record 7
{
  "formula": "C4H9IO2",
  "method": "ωB97M-V with the def2-TZVPD basis set",
  "symbols": ["H", "O", "H", "C", "O", "C", "H", "I", "H", "H", "C", "H", "H", "C", "H", "H"],
  "coordinates": [[1.91, 0.11, 0.06], [-0.24, -0.82, 1.22], [0.01, -2.50, -0.82], [1.76, 1.17, 0.32], [-0.15, 0.37, -0.97], [-0.88, -0.65, 0.03], [0.25, 2.25, -0.94], [-2.82, 0.30, 0.26], [0.13, 0.02, 1.70], [-0.35, 1.72, 0.54], [0.37, 1.46, -0.24], [-1.78, -1.83, -1.48], [1.85, 1.24, 1.34], [-1.01, -1.99, -0.72], [-1.60, -2.77, -0.08], [2.55, 1.91, -0.23]],
  "spin_multiplicity": 3,
  "orbital_gap_ha": [0.213, 0.234],
  "energy_ev": -16483.355,
  "e_lumo_ev": [0.6, -3.3],
  "e_homo_ev": [-5.152, -9.668],
  "fmax_ev_per_a": 5.237
}

Record 8
{
  "formula": "C4H9InO4",
  "method": "ωB97M-V with the def2-TZVPD basis set",
  "symbols": ["H", "C", "C", "H", "C", "O", "O", "H", "H", "O", "In", "H", "H", "H", "H", "H", "O", "C"],
  "coordinates": [[2.36, 0.64, 4.15], [-0.82, -0.26, -1.42], [0.82, 1.33, -0.68], [0.17, 2.08, -0.22], [-2.32, -1.69, -2.55], [-1.34, -0.77, -2.61], [-1.21, -0.55, -0.29], [-2.30, -2.34, -3.42], [-3.31, -1.28, -2.71], [1.43, -0.05, 2.52], [-0.75, -2.04, 2.21], [1.74, 1.71, -1.13], [1.12, 0.78, 0.20], [1.48, 1.98, 3.26], [3.05, 1.33, 2.97], [-2.36, -2.45, -1.77], [0.20, 0.55, -1.72], [2.02, 1.04, 3.20]],
  "spin_multiplicity": 2,
  "orbital_gap_ha": [0.349, 0.304],
  "energy_ev": -17648.099,
  "e_above_lowest_kj_mol": 0.00,
  "e_lumo_ev": [-4.6, -5.8],
  "charge": 1,
  "e_homo_ev": [-14.080, -14.079],
  "fmax_ev_per_a": 4.779
}

Record 9
{
  "formula": "C4H9Mg2O4",
  "method": "ωB97M-V with the def2-TZVPD basis set",
  "symbols": ["Mg", "H", "O", "O", "H", "O", "O", "H", "C", "H", "H", "H", "H", "H", "C", "C", "C", "Mg", "H"],
  "coordinates": [[0.69, -3.70, -0.38], [-1.17, 1.72, -1.16], [-0.43, -0.22, 1.42], [0.33, -2.35, 1.08], [1.83, 2.67, -0.46], [-0.02, -2.13, -1.34], [0.72, 0.98, -0.78], [-1.48, -1.05, -0.71], [-0.59, 1.33, -0.31], [-2.27, 0.31, 0.56], [2.39, 1.59, -1.78], [0.05, -1.62, 2.91], [0.94, 2.61, -2.04], [-0.45, 2.10, 0.46], [-0.41, -1.57, 1.91], [1.51, 2.04, -1.30], [-1.24, 0.09, 0.27], [1.08, -0.96, -0.25], [-1.48, -1.86, 1.92]],
  "spin_multiplicity": 2,
  "orbital_gap_ha": [0.176, 0.234],
  "energy_ev": -23371.013,
  "e_lumo_ev": [-0.4, -0.7],
  "e_homo_ev": [-5.198, -7.062],
  "fmax_ev_per_a": 4.226
}

Record 10
{
  "formula": "C4H9N",
  "method": "ωB97M-V with the def2-TZVPD basis set",
  "symbols": ["H", "H", "H", "C", "H", "H", "N", "H", "H", "C", "C", "H", "H", "C"],
  "coordinates": [[-1.36, -0.93, 0.45], [1.57, 1.51, 1.56], [-1.85, 0.64, -0.21], [0.20, 0.28, 0.69], [0.15, 2.39, 0.59], [0.83, -1.65, 0.46], [0.96, -0.85, 1.05], [-0.71, 0.43, -2.14], [1.52, -0.88, 1.87], [-1.02, -0.04, -0.11], [-0.52, -0.47, -1.54], [-1.03, -1.31, -2.02], [0.55, -0.64, -1.55], [0.71, 1.52, 0.90]],
  "spin_multiplicity": 2,
  "orbital_gap_ha": [0.112, 0.318],
  "energy_ev": -5781.473,
  "e_above_lowest_kj_mol": 68.97,
  "e_lumo_ev": [4.6, 4.5],
  "charge": -1,
  "e_homo_ev": [1.518, -4.153],
  "fmax_ev_per_a": 2.569
}

Record 11
{
  "formula": "C4H9N",
  "method": "ωB97M-V with the def2-TZVPD basis set",
  "symbols": ["C", "H", "C", "C", "H", "N", "H", "C", "H", "H", "H", "H", "H", "H"],
  "coordinates": [[0.56, 0.09, 0.42], [0.85, -1.03, -1.51], [0.73, -1.17, -0.40], [1.35, 1.25, -0.09], [0.31, -0.13, 1.53], [-1.47, 0.60, -0.35], [-0.17, -1.70, -0.23], [-2.36, -0.01, 0.24], [-2.36, -0.67, 1.11], [0.64, 1.97, -0.39], [1.50, -1.93, 0.10], [1.96, 1.88, 0.57], [1.90, 1.05, -0.93], [-3.44, -0.21, -0.08]],
  "spin_multiplicity": 1,
  "orbital_gap_ha": [0.311, 0.311],
  "energy_ev": -5779.852,
  "e_above_lowest_kj_mol": 382.07,
  "e_lumo_ev": [0.5, 0.5],
  "e_homo_ev": [-7.917, -7.911],
  "fmax_ev_per_a": 3.072
}

Record 12
{
  "formula": "C4H9N",
  "method": "ωB97M-V with the def2-TZVPD basis set",
  "symbols": ["C", "H", "C", "H", "C", "H", "H", "H", "H", "N", "H", "C", "H", "H"],
  "coordinates": [[-0.64, 0.04, -0.07], [0.87, -0.82, -1.41], [1.69, 0.43, 0.55], [-2.28, 0.84, 1.05], [-1.94, 0.24, 0.26], [2.12, 0.93, 1.53], [-2.91, -0.22, -0.20], [0.20, 1.45, 1.30], [1.79, -0.66, 0.69], [0.35, 0.90, 0.50], [-0.31, -2.01, -0.79], [-0.25, -0.93, -1.19], [-1.05, -1.01, -1.99], [2.37, 0.82, -0.22]],
  "spin_multiplicity": 1,
  "orbital_gap_ha": 0.324,
  "energy_ev": -5782.208,
  "e_above_lowest_kj_mol": 154.73,
  "e_lumo_ev": 1.0,
  "smiles": "C=C(C)NC",
  "e_homo_ev": -7.784,
  "fmax_ev_per_a": 3.188
}

Record 13
{
  "formula": "C4H9N",
  "method": "ωB97M-V with the def2-TZVPD basis set",
  "symbols": ["H", "C", "H", "C", "H", "C", "H", "H", "H", "H", "N", "C", "H", "H"],
  "coordinates": [[-0.29, -1.28, -1.29], [-0.74, 0.51, -0.15], [-1.68, 0.28, 1.77], [2.09, 0.16, 0.20], [-2.40, -0.71, 0.56], [0.17, -0.31, -1.08], [-0.07, 1.25, 0.29], [2.98, -0.26, 0.68], [-1.42, 1.09, -0.77], [1.86, 1.21, 0.37], [1.55, -0.60, -0.65], [-1.44, -0.33, 0.90], [0.25, 0.18, -2.05], [-0.84, -1.18, 1.23]],
  "spin_multiplicity": 1,
  "orbital_gap_ha": 0.384,
  "energy_ev": -5782.788,
  "e_above_lowest_kj_mol": 98.78,
  "e_lumo_ev": 1.2,
  "smiles": "C=NCCC",
  "e_homo_ev": -9.259,
  "fmax_ev_per_a": 1.862
}

Record 14
{
  "formula": "C4H9N",
  "method": "ωB97M-V with the def2-TZVPD basis set",
  "symbols": ["C", "H", "H", "H", "H", "N", "H", "H", "C", "C", "H", "H", "C", "H"],
  "coordinates": [[-1.53, -0.48, 0.44], [-1.40, -0.10, 1.47], [0.80, 0.73, 1.29], [2.32, 1.24, -0.41], [3.18, 0.02, 0.88], [-2.46, 0.47, -0.20], [-2.51, 0.26, -1.22], [2.61, -0.61, -1.13], [2.33, 0.10, -0.18], [0.89, 0.04, 0.36], [-0.02, -1.09, -1.19], [-2.09, -1.43, 0.37], [-0.18, -0.54, -0.25], [-1.94, 1.40, -0.22]],
  "spin_multiplicity": 1,
  "orbital_gap_ha": 0.368,
  "energy_ev": -5781.706,
  "e_above_lowest_kj_mol": 203.21,
  "e_lumo_ev": 1.1,
  "e_homo_ev": -8.893,
  "fmax_ev_per_a": 4.431
}

Record 15
{
  "formula": "C4H9N",
  "method": "ωB97M-V with the def2-TZVPD basis set",
  "symbols": ["H", "C", "H", "C", "C", "H", "H", "H", "H", "N", "H", "H", "C", "H"],
  "coordinates": [[-0.83, -1.58, -1.61], [1.04, 0.15, -0.48], [0.88, -0.78, 0.04], [-1.79, -1.35, -1.17], [-1.84, -1.26, 0.15], [0.88, 2.51, 1.47], [1.84, 1.33, 2.19], [-1.01, -1.70, 0.69], [-2.62, -1.12, -1.83], [1.11, 1.53, 1.52], [1.15, 0.12, -1.56], [2.39, 1.79, -0.17], [1.55, 1.20, 0.17], [-2.74, -0.86, 0.60]],
  "spin_multiplicity": 1,
  "orbital_gap_ha": 0.377,
  "energy_ev": -5781.131,
  "e_above_lowest_kj_mol": 258.68,
  "e_lumo_ev": 1.2,
  "smiles": "C=CN.C=C",
  "e_homo_ev": -9.085,
  "fmax_ev_per_a": 1.761
}

Record 16
{
  "formula": "C4H9N",
  "method": "ωB97M-V with the def2-TZVPD basis set",
  "symbols": ["H", "H", "H", "H", "C", "N", "H", "C", "C", "H", "H", "H", "C", "H"],
  "coordinates": [[-1.76, -1.82, -1.21], [2.90, 1.90, 0.58], [-2.25, -1.19, -2.78], [3.13, -0.83, 1.93], [-1.96, -0.90, -1.77], [-2.99, -0.05, -1.18], [2.44, 0.71, 2.75], [-2.74, 0.31, 0.00], [2.81, 0.20, 1.87], [-1.78, -0.03, 0.42], [-1.03, -0.34, -1.90], [-3.51, 0.80, 0.58], [3.07, 0.84, 0.75], [3.66, 0.39, -0.04]],
  "spin_multiplicity": 1,
  "orbital_gap_ha": 0.394,
  "energy_ev": -5781.852,
  "e_above_lowest_kj_mol": 189.08,
  "e_lumo_ev": 1.0,
  "smiles": "C=NC.C=C",
  "e_homo_ev": -9.720,
  "fmax_ev_per_a": 1.137
}